Formula: C2H9N3O3PS
Source: OMol25
Level of theory: wB97M-V/def2-TZVPD

## Properties
- energy above the lowest of the compared OMol25 structures with the same formula, charge and spin (kcal per mole) = 22.07
- total energy (Ha) = -1211.1102
- HOMO-LUMO gap (spin up / spin down) (eV) = 5.285 / 6.472
- HOMO energy (spin up / spin down) (eV) = -1.48 / -4.58
- F_max (eV/Å) = 3.88
- ⟨S²⟩ = 2.008

```
! RIJCOSX wB97M-V def2-TZVPD def2/J DEFGRID3
* xyz -1 3
C 0.5202 0.9751 1.9958
C -0.0281 1.4108 0.7576
N 1.7384 -1.8066 -0.2116
N 0.1166 -1.0722 -2.3043
N -1.3449 1.4933 0.6143
O -3.7454 0.2938 0.3480
O 2.1023 0.2668 -1.8058
O -1.7828 -1.0435 -0.1440
P 0.9840 -0.3640 -1.0501
S -2.4428 -0.1489 0.8111
H 0.2870 -0.0244 2.3004
H 1.6524 0.9943 2.0591
H 0.1031 1.6471 2.8752
H 0.5801 2.2298 0.2481
H 2.4462 -2.1764 -0.8661
H 1.1174 -2.5470 -0.0805
H -0.7283 -1.5403 -2.2036
H 0.1318 -0.4998 -3.1550
H -1.7072 1.9121 -0.1888
*
```

Atom charges from the Löwdin analysis, given in e for atoms 1 to 6: -0.201 -0.521 -0.136 -0.124 -0.144 -0.536



Formula: C3H4N2O2
Source: OMol25
Level of theory: wB97M-V/def2-TZVPD

## Properties
- energy above the lowest of the compared OMol25 structures with the same formula, charge and spin (kcal per mole) = 100.16
- total energy (Ha) = -376.6042
- HOMO-LUMO gap (eV) = 7.533
- HOMO energy (eV) = -8.03
- F_max (eV/Å) = 0.57

```
! RIJCOSX wB97M-V def2-TZVPD def2/J DEFGRID3
* xyz 0 1
N 0.1496 1.5733 0.6279
C 0.0579 0.1582 0.3243
C 0.1095 -0.7461 1.3194
O -0.0214 -1.9592 0.5855
C -0.1484 -1.7552 -0.7550
O -0.3617 -2.6056 -1.5854
N 0.0061 -0.3901 -0.9679
H 0.9302 2.0780 0.1900
H -0.7139 2.0981 0.4461
H 0.3000 1.5396 1.6506
H -0.3079 0.0092 -1.8356
*
```

Atom charges from the Löwdin analysis, given in e for atoms 1 to 6: 0.193 -0.424 -0.048 -0.011 -0.564 0.081



Formula: C5H6OS3
Source: OMol25
Level of theory: wB97M-V/def2-TZVPD

## Properties
- energy above the lowest of the compared OMol25 structures with the same formula, charge and spin (kcal per mole) = 35.97
- total energy (Ha) = -1463.7914
- HOMO-LUMO gap (eV) = 7.335
- HOMO energy (eV) = -8.48
- F_max (eV/Å) = 4.12

```
! RIJCOSX wB97M-V def2-TZVPD def2/J DEFGRID3
* xyz 0 1
C 0.2271 2.0369 0.9506
C 1.4784 1.8858 0.5814
C -0.7147 0.8918 0.6905
C 0.1046 -0.3662 0.3437
C 1.1747 -0.1423 -0.7156
O 3.4390 1.3014 -1.0329
S 0.0203 3.6536 1.5946
S 2.1248 4.0839 1.3243
S 2.6628 0.7176 0.0502
H -1.3350 0.6961 1.5658
H -1.3781 1.1500 -0.1392
H 0.5950 -0.7251 1.2517
H -0.5748 -1.1494 0.0016
H 1.5573 -1.0849 -1.1088
H 0.8408 0.4808 -1.5444
*
```

Atom charges from the Löwdin analysis, given in e for atoms 1 to 6: -0.726 -0.451 -0.179 -0.236 -0.293 -0.501



Formula: C11H18F5N2O3PtSTe
Source: OMol25
Level of theory: wB97M-V/def2-TZVPD

## Properties
- total energy (Ha) = -2049.8142
- HOMO-LUMO gap (eV) = 7.797
- HOMO energy (eV) = -11.92
- F_max (eV/Å) = 0.86

```
! RIJCOSX wB97M-V def2-TZVPD def2/J DEFGRID3
* xyz 1 1
Pt 0.5229 0.3094 0.4514
C -1.2812 -0.6215 3.2359
O -1.1527 0.2532 2.1046
C -1.4122 1.6168 2.4099
C -1.5930 2.3248 1.0955
O -0.3691 2.1840 0.3382
C -0.3854 2.9430 -0.8892
H -2.3085 -0.5757 3.5998
H -0.5872 -0.3412 4.0265
H -1.0566 -1.6236 2.8843
H -0.5846 2.0442 2.9852
H -2.3332 1.7098 2.9928
H -1.7635 3.3899 1.2556
H -2.4140 1.8924 0.5191
H -0.6404 3.9729 -0.6469
H -1.1145 2.5193 -1.5802
H 0.6162 2.8985 -1.3048
F 2.9389 0.7800 1.8585
Te 2.8801 -1.0588 2.1670
F 4.2688 -1.3050 0.9771
F 2.9081 -2.8489 2.5979
F 4.1071 -0.7723 3.4996
F 1.5596 -0.7233 3.4374
O 1.5715 -1.3581 0.8768
N 0.7500 -1.6924 -3.6354
C 1.0744 -1.4349 -2.3702
S 0.7056 0.1703 -1.8201
N 1.6769 -2.3331 -1.6260
C 2.0123 -3.6666 -2.0201
C 2.7416 -3.9096 -3.1754
C 3.0674 -5.2175 -3.5073
C 2.6882 -6.2643 -2.6809
C 1.9846 -6.0062 -1.5118
C 1.6399 -4.7068 -1.1786
H 0.2021 -1.0270 -4.1525
H 0.9197 -2.6031 -4.0354
H 1.7910 -2.0926 -0.6398
H 3.0962 -3.0890 -3.7876
H 3.6380 -5.4118 -4.4052
H 2.9511 -7.2804 -2.9408
H 1.7000 -6.8190 -0.8578
H 1.0875 -4.4933 -0.2720
*
```

Atom charges from the Löwdin analysis, given in e for atoms 1 to 6: 0.933 -0.052 -0.294 -0.179 -0.140 -0.390



- Which of these has the lowest total energy?
  C11H18F5N2O3PtSTe



- What is the formula in the third record?
  C5H6OS3